Formula: C31H45CaCl5GeN4OS2SeSi2
Source: the Open Molecules 2025 dataset
Level of theory: ωB97M-V/def2-TZVPD

Element x y z (Å)
Ca: 0.440083 0.304586 1.510710
C: -3.571574 2.253174 2.959276
C: -2.240110 1.987532 2.319995
N: -1.930878 0.653036 1.946024
N: -2.961361 -0.148011 2.037946
C: -2.856306 -1.424207 1.840082
N: -3.982595 -2.262931 2.111568
S: -1.238567 -2.198924 1.669768
C: -1.295371 2.957056 2.150385
C: -1.485556 4.362877 2.496788
C: -0.507096 5.274634 2.310849
C: 0.758678 4.884049 1.768165
C: 0.885519 3.558051 1.437505
N: -0.047904 2.612060 1.570614
H: -3.809136 1.462957 3.676875
H: -4.396615 2.251050 2.236030
H: -3.582772 3.206386 3.484730
H: -4.155184 -2.909502 1.350941
H: -3.813461 -2.832274 2.936725
H: -2.440938 4.690800 2.883080
H: -0.692423 6.313049 2.572464
H: 1.573766 5.578691 1.621191
H: 1.825868 3.204145 1.013806
C: -0.970423 -0.944418 -1.391373
Si: -1.216120 -2.547666 -0.457052
C: -2.930979 -3.140405 -0.971315
C: 0.023012 -3.890822 -0.940842
C: -0.440849 -4.930799 -1.755363
C: 0.402651 -5.928687 -2.222489
C: 1.739767 -5.903797 -1.858166
C: 2.206372 -4.893871 -1.028750
C: 1.381285 -3.871174 -0.543107
Si: 2.100652 -2.491884 0.636262
C: 2.099272 -3.458541 2.303709
C: 3.992857 -2.642644 0.234780
H: -1.289869 -1.075806 -2.430765
H: 0.066427 -0.612367 -1.386800
H: -1.579090 -0.149967 -0.948221
H: -2.968946 -3.270657 -2.055875
H: -3.664893 -2.376823 -0.706218
H: -3.208308 -4.085582 -0.501377
H: -1.484359 -4.965684 -2.044398
H: 0.017608 -6.714814 -2.863087
H: 2.416843 -6.676397 -2.209449
H: 3.251354 -4.906336 -0.741039
H: 2.601365 -4.427590 2.194113
H: 1.091471 -3.633118 2.684619
H: 2.640438 -2.878730 3.059294
H: 4.404685 -3.605158 0.559576
H: 4.546617 -1.859679 0.759018
H: 4.203281 -2.541395 -0.835603
C: -4.084998 0.646751 -2.716015
Ge: -3.067766 1.949814 -3.756340
C: -1.353111 1.191553 -4.319869
C: -4.089115 2.400372 -5.386332
C: -2.827949 3.536485 -2.638248
Se: -1.668525 3.132822 -1.103206
C: 0.005224 3.582688 -1.978180
H: -4.149580 -0.310936 -3.234243
H: -5.097503 1.011273 -2.536527
H: -3.604828 0.486045 -1.749978
H: -1.522205 0.250004 -4.845271
H: -0.730401 0.989237 -3.449034
H: -0.822090 1.869450 -4.989791
H: -4.267733 1.507745 -5.988268
H: -3.543105 3.120656 -5.997646
H: -5.055429 2.835531 -5.127484
H: -3.798690 3.816974 -2.223905
H: -2.438503 4.404370 -3.172166
H: 0.062709 3.119527 -2.963005
H: 0.784466 3.173552 -1.339959
H: 0.113929 4.663517 -2.056418
C: 2.983457 -0.339563 -2.227222
S: 2.983657 0.440311 -0.611358
C: 3.965350 1.878126 -1.069725
O: 1.601039 1.032060 -0.476495
H: 2.559049 0.353780 -2.953674
H: 2.359709 -1.228430 -2.134503
H: 4.000181 -0.628915 -2.489776
H: 4.979394 1.560346 -1.312333
H: 3.986104 2.520992 -0.192122
H: 3.496667 2.391171 -1.909454
Cl: 0.250929 0.216602 4.422282
C: 2.010841 0.073112 4.455854
C: 2.692952 0.389561 3.291235
C: 4.065012 0.332670 3.430180
Cl: 5.090090 0.829012 2.070938
C: 4.735283 -0.058148 4.587568
Cl: 6.468807 -0.114552 4.673994
C: 3.988085 -0.407804 5.707969
Cl: 4.774773 -0.911118 7.166947
C: 2.599255 -0.331079 5.648959
Cl: 1.656379 -0.729062 7.047015

Cartesian forces (eV/Å) of the 6 atoms listed first:
0.15 -0.15 -0.05
-0.04 -0.03 -0.03
0.04 0.15 0.04
0.08 0.08 -0.04
0.03 -0.05 -0.01
-0.05 0.08 0.01

**Gap between HOMO and LUMO**: 3.401 eV
**Total charge**: -2
**Highest occupied orbital energy**: 0.40 eV
**Energy above the lowest of the compared OMol25 structures with the same formula, charge and spin**: 8.0 kcal/mol

Formula: C31H50AsN3O7PbS3Si3
Source: the Open Molecules 2025 dataset
Level of theory: ωB97M-V/def2-TZVPD

Element x y z (Å)
Pb: -0.055503 -0.176573 -0.530356
C: -0.189717 2.181972 2.252278
O: -0.872485 1.603531 1.158199
Si: -2.025114 2.459147 0.236349
C: -3.274954 3.044855 1.539553
C: -1.141964 4.029021 -0.305923
C: -2.614251 1.300000 -0.999258
Si: -2.861554 1.734184 -2.759014
C: -4.677744 2.174363 -3.154542
C: -1.947608 3.257042 -3.396342
C: -2.407843 0.335001 -3.955835
Si: -3.819424 0.059661 -0.380681
C: -5.475349 0.805788 0.210477
C: -3.171129 -0.942167 1.084861
C: -4.355436 -1.211222 -1.669291
H: 0.620024 2.830713 1.906549
H: 0.228466 1.379051 2.853988
H: -0.879916 2.771899 2.867921
H: -2.843879 3.819634 2.181419
H: -3.603779 2.219242 2.176698
H: -4.161163 3.462832 1.056252
H: -0.714743 4.506381 0.582616
H: -1.825160 4.745172 -0.766392
H: -0.331054 3.823499 -1.004607
H: -4.985560 3.048364 -2.571777
H: -5.369788 1.361148 -2.923769
H: -4.789349 2.418165 -4.216603
H: -2.299187 4.182596 -2.936196
H: -2.153281 3.321845 -4.470911
H: -0.865950 3.207704 -3.274722
H: -3.221783 0.126676 -4.657722
H: -2.171941 -0.598040 -3.441512
H: -1.524253 0.623005 -4.529817
H: -5.356014 1.399058 1.118303
H: -6.188869 0.002305 0.424454
H: -5.910267 1.452489 -0.555673
H: -3.998987 -1.419150 1.619698
H: -2.610176 -0.340932 1.804541
H: -2.500886 -1.741334 0.747201
H: -4.827608 -0.768983 -2.549470
H: -5.084591 -1.879710 -1.197823
H: -3.510058 -1.811122 -2.004883
S: 0.284197 -2.756828 1.468166
C: -0.353497 -2.262514 2.967549
N: -0.564999 -1.048775 3.390007
C: -1.110262 -1.027528 4.653924
C: -1.466276 0.132379 5.344660
C: -2.006412 0.030378 6.615258
C: -2.200016 -1.215416 7.213968
C: -1.857074 -2.378464 6.539772
C: -1.317856 -2.280836 5.264830
S: -0.806222 -3.516947 4.160282
H: -1.320047 1.091784 4.866083
H: -2.287938 0.929514 7.150489
H: -2.626753 -1.276588 8.207928
H: -2.013500 -3.346949 6.999759
O: 2.181375 -1.349748 -4.363176
As: 2.982953 -1.304778 -2.803859
O: 4.055900 -2.544166 -2.753785
O: 1.845983 -1.277690 -1.590647
C: 3.999091 0.359113 -2.762086
C: 5.380030 0.175104 -2.764357
C: 6.242445 1.255224 -2.650824
C: 5.726088 2.536828 -2.528319
C: 4.353641 2.733450 -2.539570
C: 3.488462 1.652665 -2.658132
S: 1.730602 2.030923 -2.701715
O: 1.663318 3.427560 -3.070219
O: 1.142346 1.113031 -3.664906
O: 1.243969 1.784996 -1.333737
H: 1.594488 -0.569911 -4.381426
H: 5.751908 -0.840228 -2.842690
H: 7.314267 1.094268 -2.652121
H: 6.389219 3.388533 -2.432446
H: 3.929904 3.726158 -2.473531
C: 0.482881 -5.524111 -1.290437
C: 0.940720 -4.106869 -1.619599
C: -0.178385 -3.216271 -1.923894
N: -1.093912 -2.555565 -2.144706
H: 1.353416 -6.139356 -1.062986
H: -0.050491 -5.978893 -2.126597
H: -0.172780 -5.519459 -0.419699
H: 1.632585 -4.074040 -2.462661
H: 1.470696 -3.658591 -0.780779
C: 3.975492 -2.575771 0.796106
C: 4.108934 -1.265306 1.578300
C: 5.337285 -0.477828 1.107627
C: 4.192594 -1.559484 3.082904
C: 2.924018 -0.414294 1.377280
N: 2.029767 0.299234 1.285047
H: 4.851151 -3.191939 1.017022
H: 3.934432 -2.409256 -0.279755
H: 3.073062 -3.106763 1.099950
H: 6.227592 -1.097668 1.235869
H: 5.461023 0.440311 1.684903
H: 5.248321 -0.215364 0.053825
H: 5.065897 -2.187033 3.274494
H: 3.298745 -2.089131 3.414309
H: 4.287447 -0.638207 3.660112

Cartesian forces (eV/Å) of the 6 atoms listed first:
-0.01 0.05 0.05
-0.01 0.02 0.01
0.05 0.03 -0.04
-0.10 0.12 -0.03
0.04 0.00 0.04
-0.03 -0.04 0.01

**Gap between HOMO and LUMO**: 6.098 eV
**Total charge**: -2
**Highest occupied orbital energy**: -2.09 eV
**Energy above the lowest of the compared OMol25 structures with the same formula, charge and spin**: 9.7 kcal/mol

Formula: C2H4O7S2Si2
Source: the Open Molecules 2025 dataset
Level of theory: ωB97M-V/def2-TZVPD

Element x y z (Å)
C: -1.200817 0.288619 0.503632
C: 0.321436 0.562244 -1.390508
O: -0.439818 1.313312 5.009887
O: 3.365710 -1.995567 -2.469427
O: -2.246536 0.035393 -0.034626
O: 0.516259 1.641341 -1.913978
O: -0.671790 3.455181 3.706875
O: 1.607093 -2.664130 -4.134587
O: -0.010336 0.485183 -0.032704
Si: -1.028893 0.588707 2.393612
Si: 0.562641 -1.014370 -2.415497
S: -1.287286 2.116288 4.077003
S: 2.425736 -1.590219 -3.558032
H: -2.074813 -0.190903 3.105285
H: 0.305169 0.081486 2.728380
H: 0.120437 -2.407395 -2.088994
H: -0.264194 -0.705170 -3.486320

Cartesian forces (eV/Å) of the 6 atoms listed first:
-1.48 0.21 2.02
-0.31 0.83 -0.95
-0.01 -0.11 -0.09
0.31 -0.41 -0.22
0.14 -0.08 -1.18
-0.23 -1.20 1.12

**Gap between HOMO and LUMO**: 6.615 eV
**Total charge**: -2
**Highest occupied orbital energy**: -1.32 eV
**Energy above the lowest of the compared OMol25 structures with the same formula, charge and spin**: 0.9 kcal/mol

Formula: C26H29MnN5O2S2Si
Source: the Open Molecules 2025 dataset
Level of theory: ωB97M-V/def2-TZVPD

Element x y z (Å)
Mn: 0.376065 0.667496 1.132471
N: 4.292247 0.271317 0.049993
C: 4.276068 1.538935 -0.472799
C: 4.963833 2.065985 -1.576078
C: 4.511534 3.300160 -2.004043
C: 3.433199 4.006169 -1.333940
C: 2.746573 3.401870 -0.278720
C: 3.173306 2.135757 0.089567
N: 2.567293 1.280283 0.988570
C: 3.259134 0.141142 0.966978
C: 2.728304 -1.167118 1.293312
C: 3.420047 -2.310829 1.598264
S: 2.230882 -3.502653 1.844055
C: 1.005771 -2.354001 1.859391
N: 1.372894 -1.179465 1.537190
H: 4.862479 -0.467463 -0.262153
H: 5.756427 1.598493 -2.087064
H: 5.143095 3.918422 -2.749016
H: 3.075257 4.899645 -1.865354
H: 1.989509 3.981072 0.202366
H: 4.485854 -2.416636 1.532490
H: -0.019800 -2.510124 2.083592
C: -2.726289 -4.865399 -3.467563
C: -1.884332 -3.589316 -3.257015
C: -2.398910 -2.489399 -2.583212
C: -1.599984 -1.416808 -2.252733
C: -0.302533 -1.305331 -2.666607
C: 0.201929 -2.292960 -3.425525
C: -0.547880 -3.447645 -3.665774
S: 0.777370 0.029847 -2.307357
O: 0.811700 1.007636 -3.338004
O: 2.026712 -0.579566 -1.862393
N: 0.021455 0.541546 -0.995425
C: -0.939740 1.529607 -0.938503
C: -1.804289 2.085845 -1.923844
C: -2.439568 3.282773 -1.504153
C: -2.372877 3.775271 -0.209446
C: -1.646986 3.065820 0.730420
N: -0.945713 2.026815 0.336514
H: -2.460942 -5.502822 -4.338820
H: -3.776695 -4.582548 -3.511236
H: -2.465482 -5.498105 -2.599169
H: -3.492858 -2.473682 -2.301136
H: -2.077745 -0.591085 -1.823140
H: 1.207795 -2.309625 -3.701865
H: -0.100523 -4.235782 -4.320797
H: -2.084019 1.581967 -2.876976
H: -3.113038 3.776548 -2.239280
H: -2.895066 4.596021 0.173183
H: -1.571905 3.417342 1.721894
C: -2.961007 -0.309911 1.822909
Si: -1.828546 -0.186499 3.421997
C: -2.672143 0.638844 4.753825
C: -1.412467 -1.883031 4.088438
C: -0.254596 1.054807 3.043258
H: -3.886730 -0.854493 2.091631
H: -2.423606 -0.896095 0.981207
H: -3.212533 0.674060 1.473545
H: -3.325132 0.016596 5.293084
H: -3.274568 1.558263 4.506332
H: -1.868455 1.099388 5.335985
H: -1.346424 -1.857023 5.221160
H: -0.460699 -2.270141 3.810977
H: -2.131233 -2.659872 3.938195
H: 0.604049 0.930087 3.710612
H: -0.595467 2.109598 3.105734

Cartesian forces (eV/Å) of the 6 atoms listed first:
0.33 0.53 -0.40
-0.78 0.22 1.76
0.16 -1.07 -1.23
-1.10 1.42 0.56
0.76 1.90 0.16
0.29 -1.41 -1.03

**Gap between HOMO and LUMO (spin up / spin down)**: 7.291 / 8.176 eV
**Total charge**: +1
**Highest occupied orbital energy (spin up / spin down)**: -11.12 / -11.15 eV
**Energy above the lowest of the compared OMol25 structures with the same formula, charge and spin**: 50.7 kcal/mol
**2S+1**: 5

Number 1: largest force on an atom 0.21 eV/A. Number 2: largest force on an atom 0.19 eV/A. Number 3: largest force on an atom 2.51 eV/A. Number 4: largest force on an atom 3.46 eV/A.